(1)
This record from the Open Molecules 2025 dataset describes C5H8S in the gas phase. The level of theory is ωB97M-V/def2-TZVPD.

The geometry in ORCA input format:
```
! wB97M-V def2-TZVPD RIJCOSX def2/J DEFGRID3
* xyz 0 1
C -1.91103 0.51182 1.73707
C -1.36989 -0.05222 0.67416
C -0.55324 0.63696 -0.29332
S -0.41140 0.11032 -1.97513
C 0.70368 -0.68309 -0.75568
C 2.09898 -0.38542 -0.95725
H -2.51844 -0.00070 2.48592
H -1.77123 1.62712 1.81886
H -1.72683 -1.02859 0.44548
H -0.22489 1.63612 0.02607
H 0.11972 -1.52321 -0.30206
H 2.67416 -0.85916 -1.76024
H 2.75079 -0.64744 -0.07456
H 2.13960 0.65749 -1.06932
*
```

The value obtained for the HOMO-LUMO gap is 0.3408 Ha. The calculation puts the energy above the lowest of the compared OMol25 structures with the same formula, charge and spin at 2.619 eV. The value obtained for the HOMO energy is -0.30456 Ha. For the molar mass, the calculation gives 100.2 g mol⁻¹. Its SMILES is C=C[C@@H]1S[C@H]1C. As for the total energy: -593.391969 hartree.

These are the natural (NBO) partial charges, in e, on atoms 1 to 5: number 1, C, carries -0.393; number 2, C, carries -0.235; number 3, C, carries -0.356; number 4, S, carries 0.183; number 5, C, carries -0.266

(2)
This record from the Open Molecules 2025 dataset describes 13 unconnected molecules or ions with the total composition C20H68NO14. The level of theory is ωB97M-V/def2-TZVPD.

The geometry in ORCA input format:
```
! wB97M-V def2-TZVPD RIJCOSX def2/J DEFGRID3
* xyz 1 1
C -2.43821 0.71119 5.23948
C -3.43366 1.58434 4.22423
O -3.57240 0.90790 2.89178
N -2.57868 1.36208 2.06849
C -2.15522 0.36472 1.01501
C -0.59201 -0.12002 1.09533
C 0.50461 1.08111 1.29325
C 2.04788 0.68843 0.90006
C 3.00907 1.83395 1.64854
O 2.92160 3.16157 1.01634
C 2.04634 4.07855 1.77874
H -1.31355 0.99113 4.95641
H -2.56184 -0.42450 4.92827
H -2.66028 0.89867 6.37310
H -3.12020 2.71132 4.13365
H -4.49865 1.58829 4.75929
H -2.99903 2.18992 1.54934
H -1.81999 1.69539 2.70234
H -2.81421 -0.61939 1.16651
H -2.44220 0.75760 -0.07001
H -0.43796 -0.99810 1.88738
H -0.34650 -0.62437 0.04187
H 0.51356 1.33506 2.45942
H 0.17984 2.06572 0.73960
H 2.20343 0.78853 -0.25960
H 2.33435 -0.40910 1.23551
H 2.76507 1.91529 2.81439
H 4.12826 1.44425 1.60054
H 1.33840 4.61393 0.98039
H 2.61863 4.85529 2.44436
H 1.30507 3.50515 2.51141
C -0.18209 -3.51903 -1.19952
O -0.88503 -3.05188 -0.06296
H 0.66772 -2.85879 -1.38790
H 0.18116 -4.53271 -1.01315
H -0.84554 -3.51214 -2.06775
H -1.63265 -3.65702 0.07945
C -6.94706 1.82343 2.09637
O -6.41220 0.88133 3.00769
H -8.03742 1.75800 2.11668
H -6.63912 2.83025 2.38910
H -6.58953 1.60017 1.08822
H -5.44412 0.96273 2.96777
C 1.54952 -0.84374 4.62820
O 0.85157 0.38050 4.49316
H 1.09152 -1.58806 3.97261
H 2.59435 -0.70210 4.34102
H 1.48847 -1.18677 5.66388
H 1.28029 1.02089 5.08604
C -2.11783 5.69659 3.56693
O -1.58297 4.75449 4.47825
H -3.20819 5.63116 3.58724
H -1.80989 6.70341 3.85966
H -1.76030 5.47333 2.55878
H -0.61489 4.83589 4.43833
C 2.51118 -2.71235 -3.86351
O 2.43349 -2.14029 -2.57090
H 1.49924 -2.89322 -4.23344
H 3.02545 -2.02299 -4.53769
H 3.05265 -3.66006 -3.81166
H 3.34563 -1.99113 -2.26900
C 1.76988 -3.11813 -7.35936
O 0.85827 -2.59130 -6.41303
H 2.71549 -3.33730 -6.85800
H 1.36342 -4.03910 -7.78458
H 1.94091 -2.38357 -8.15007
H 0.02935 -2.40681 -6.88658
C 6.15710 -4.61590 -2.48389
O 5.45915 -3.39166 -2.61893
H 5.69909 -5.36021 -3.13949
H 7.20193 -4.47425 -2.77107
H 6.09605 -4.95892 -1.44821
H 5.88787 -2.75127 -2.02605
C -2.68444 6.31170 -0.50004
O -3.59605 6.83852 0.44630
H -1.73883 6.09252 0.00133
H -3.09091 5.39072 -0.92526
H -2.51342 7.04625 -1.29074
H -4.42497 7.02301 -0.02726
C -6.58084 0.90313 7.09603
O -7.66986 1.21603 6.24735
H -6.85736 1.13187 8.12792
H -6.34576 -0.16073 7.01139
H -5.71253 1.50277 6.81232
H -7.39518 1.00269 5.33936
C 0.65360 -4.20709 -10.84250
O -0.04935 -3.73994 -9.70594
H 1.50340 -3.54684 -11.03088
H 1.01684 -5.22076 -10.65613
H -0.00986 -4.20019 -11.71073
H -0.79696 -4.34507 -9.56353
C 4.01391 -3.20094 2.06989
O 2.70689 -3.26242 2.61030
H 4.69350 -2.80434 2.82781
H 4.33783 -4.20425 1.78238
H 4.01838 -2.54140 1.19867
H 2.12676 -3.61783 1.91565
C 5.35529 -0.69706 -5.99856
O 4.52722 0.23122 -6.67437
H 6.37930 -0.31650 -5.98621
H 5.00259 -0.82111 -4.97171
H 5.33160 -1.65615 -6.52164
H 3.62579 -0.13320 -6.66927
*
```

The value obtained for the HOMO-LUMO gap is 0.3217 Ha. The value obtained for the HOMO energy is -0.42531 Ha. For the molar mass, the calculation gives 546.8 g mol⁻¹. As for the total energy: -1910.220817 hartree.

These are the Löwdin partial charges, in e, on atoms 1 to 5: number 1, C, carries -0.052; number 2, C, carries -0.149; number 3, O, carries -0.163; number 4, N, carries 0.020; number 5, C, carries -0.091

(3)
This record from the Open Molecules 2025 dataset describes a molecular structure, C5H9FGa. The level of theory is ωB97M-V/def2-TZVPD.

The geometry in ORCA input format:
```
! wB97M-V def2-TZVPD RIJCOSX def2/J DEFGRID3
* xyz -1 1
C 2.68895 0.67970 0.46943
C 2.02659 -0.28525 0.17171
C 1.24133 -1.45042 -0.15573
Ga -0.76488 -1.34877 0.34939
C -1.56086 0.53265 0.20336
C -0.83336 1.53005 -0.68037
F -1.73969 1.17119 1.47584
H 3.00278 1.62162 0.83152
H 1.30473 -1.63880 -1.22951
H 1.65656 -2.32512 0.34747
H -1.00985 -1.94798 1.82299
H -1.54189 -2.27873 -0.73219
H -2.57822 0.40740 -0.18111
H -1.47946 2.34491 -1.02166
H -0.40796 1.02441 -1.54777
H -0.00478 1.96314 -0.12336
*
```

The value obtained for the HOMO-LUMO gap is 0.3104 Ha. The value obtained for the HOMO energy is -0.16474 Ha. For the molar mass, the calculation gives 157.8 g mol⁻¹. As for the total energy: -2220.493579 hartree.

These are the natural (NBO) partial charges, in e, on atoms 1 to 5: number 1, C, carries -0.411; number 2, C, carries 0.063; number 3, C, carries -0.939; number 4, Ga, carries 0.820; number 5, C, carries -0.180

(4)
This record from the Open Molecules 2025 dataset describes 10 unconnected molecules or ions with the total composition C18H54NO12. The level of theory is ωB97M-V/def2-TZVPD.

The geometry in ORCA input format:
```
! wB97M-V def2-TZVPD RIJCOSX def2/J DEFGRID3
* xyz -1 1
N 43.62800 12.02100 26.45800
O 43.08800 12.53200 27.46800
O 44.85400 12.00900 26.26600
O 42.87200 11.48200 25.60900
C 47.74700 15.42700 27.86400
C 46.19200 15.16100 28.18100
O 45.83000 15.46300 29.50500
H 47.93600 14.98400 26.89800
H 48.29100 14.75500 28.24200
H 47.93800 16.55800 27.96500
H 45.81000 14.23800 27.90200
H 45.65000 15.72500 27.50400
H 44.97600 15.42000 29.44900
C 42.52100 17.06000 29.33900
C 42.39300 15.85000 28.53900
O 43.07300 14.85800 29.21100
H 42.16200 17.15100 30.37900
H 42.07200 18.25400 29.13500
H 43.66300 17.16100 29.54300
H 42.89400 16.10100 27.48800
H 41.29500 15.56300 28.43900
H 42.82600 14.11300 28.72100
C 44.44400 9.01000 30.41000
C 44.03100 9.80200 29.19400
O 44.44600 11.09800 29.46000
H 44.15600 7.87700 30.25100
H 43.83800 9.10200 31.30200
H 45.48800 8.86800 30.36100
H 42.99900 9.64600 28.94200
H 44.35300 9.41800 28.25400
H 44.28500 11.64900 28.58900
C 42.81600 7.83000 26.15100
C 44.09800 8.38600 25.46900
O 43.73400 9.23500 24.41900
H 43.12300 7.09800 26.85700
H 42.03700 7.45800 25.35200
H 42.56000 8.62300 26.74200
H 44.65600 7.33800 25.14300
H 44.55400 8.66300 26.25200
H 43.50500 10.00400 24.79500
C 38.58700 10.92200 27.76600
C 39.99000 11.34200 27.29500
O 40.08800 10.81800 25.97600
H 37.98800 11.67600 27.11700
H 38.44400 11.20000 28.77200
H 38.33900 9.93200 27.55600
H 40.69500 11.00100 28.11000
H 40.16600 12.54100 27.17700
H 40.96300 10.94900 25.77200
C 49.44100 12.02000 26.34500
C 47.93800 12.03600 26.35500
O 47.51500 10.70000 26.60800
H 49.76900 13.04500 26.20800
H 49.78300 11.35400 25.47600
H 49.92700 11.79200 27.05900
H 47.48900 12.44700 25.52400
H 47.50200 12.68400 27.14900
H 46.61600 10.79000 27.07000
C 40.43200 15.87500 24.55900
C 40.97300 14.39000 24.51900
O 42.35500 14.20600 24.99000
H 39.47300 15.93500 24.65700
H 40.70200 16.30000 23.72300
H 41.02800 16.39400 25.33200
H 40.75100 13.88300 23.63500
H 40.28200 13.82100 25.31400
H 42.58600 13.35500 25.40200
C 40.91500 13.02900 30.69700
C 40.70200 11.95400 31.72500
O 40.26200 12.38000 32.96100
H 41.55400 13.79800 31.13100
H 40.02600 13.41200 30.22000
H 41.19300 12.67700 29.60800
H 41.52900 11.30200 31.86900
H 39.78100 11.20900 31.47600
H 39.86400 11.76000 33.53900
C 45.00500 12.49500 21.02600
C 44.45200 12.34200 22.48800
O 45.57800 12.34000 23.33500
H 44.21400 12.60400 20.34300
H 45.58500 11.66900 20.74100
H 45.57000 13.40500 20.75200
H 44.08300 11.44000 22.54500
H 43.81600 13.11100 22.72900
H 45.33800 12.05900 24.04900
*
```

The value obtained for the HOMO-LUMO gap is 0.3604 Ha. The calculation puts the energy above the lowest of the compared OMol25 structures with the same formula, charge and spin at 11.551 eV. The value obtained for the HOMO energy is -0.26727 Ha. For the molar mass, the calculation gives 476.6 g mol⁻¹. As for the total energy: -1675.327354 hartree.

These are the Löwdin partial charges, in e, on atoms 1 to 5: number 1, N, carries -0.518; number 2, O, carries -0.024; number 3, O, carries 0.043; number 4, O, carries -0.037; number 5, C, carries -0.026

(5)
This record from the Open Molecules 2025 dataset describes 2 unconnected molecules or ions with the total composition C4H6N2O. The level of theory is ωB97M-V/def2-TZVPD.

The geometry in ORCA input format:
```
! wB97M-V def2-TZVPD RIJCOSX def2/J DEFGRID3
* xyz 0 1
N -2.50975 0.50798 -1.17991
C -1.72666 0.23933 -0.29618
O -1.14457 -0.71465 0.42002
C 0.15131 -1.15851 -0.01472
C 1.27847 -0.30531 0.57497
C 1.55026 0.91881 -0.18570
N 1.78029 1.86610 -0.80860
H -1.85319 1.50516 -0.38049
H -1.17059 1.43997 0.40010
H 0.18690 -1.18198 -1.10810
H 0.23022 -2.17647 0.36954
H 1.02739 -0.04306 1.60784
H 2.19992 -0.89736 0.60122
*
```

The value obtained for the HOMO-LUMO gap is 0.3621 Ha. The calculation puts the energy above the lowest of the compared OMol25 structures with the same formula, charge and spin at 6.170 eV. The value obtained for the HOMO energy is -0.34420 Ha. For the molar mass, the calculation gives 98.1 g mol⁻¹. As for the total energy: -340.568162 hartree.

These are the natural (NBO) partial charges, in e, on atoms 1 to 5: number 1, N, carries -0.508; number 2, C, carries 0.385; number 3, O, carries -0.503; number 4, C, carries -0.053; number 5, C, carries -0.546

(6)
This record from the Open Molecules 2025 dataset describes C27H35N3O5S in the gas phase. The level of theory is ωB97M-V/def2-TZVPD.

The geometry in ORCA input format:
```
! wB97M-V def2-TZVPD RIJCOSX def2/J DEFGRID3
* xyz 0 1
O -3.00523 -0.75484 2.99238
C -2.21829 -0.73264 2.08523
O -1.50657 -1.80851 1.72021
C -1.88621 0.45423 1.24330
C -1.51365 1.65327 1.81977
C -1.14118 2.71602 0.94901
N -1.08186 2.58248 -0.34941
C -1.47492 1.43818 -0.93314
C -1.45964 1.36326 -2.34362
C -1.92102 0.24253 -2.97709
C -2.41618 -0.82642 -2.22043
S -3.06423 -2.27743 -3.07164
O -4.04447 -2.87938 -2.21778
O -3.43241 -1.86469 -4.39234
N -1.83251 -3.37374 -3.23669
C -0.74045 -3.02977 -4.11210
C 0.39575 -2.32817 -3.36399
C 0.84187 -3.17077 -2.16254
C 1.91897 -2.44192 -1.35685
O 3.04243 -2.88038 -1.22968
N 1.51443 -1.27789 -0.80932
C 2.36896 -0.44285 0.01322
C 2.51723 0.92465 -0.65516
C 3.37951 1.91386 0.12695
C 2.67646 2.44372 1.37727
C 2.90781 1.61462 2.64271
C 2.85111 0.09579 2.45282
C 1.81174 -0.38566 1.43987
C -0.34931 -3.53943 -1.26969
C -1.46351 -4.18000 -2.10028
C -2.44314 -0.79450 -0.85603
C -1.93817 0.32956 -0.17089
C -0.81997 4.08320 1.47479
C -0.45636 4.09459 2.95401
C -1.48554 3.28601 3.73243
C -1.42563 1.82237 3.30803
H -1.73486 -2.56904 2.27912
H -1.10432 2.22228 -2.88979
H -1.95435 0.16470 -4.05221
H -0.36922 -3.95400 -4.56843
H -1.15370 -2.39530 -4.89663
H 1.23995 -2.18211 -4.03982
H 0.05793 -1.34484 -3.03169
H 1.30070 -4.09296 -2.53427
H 0.56491 -0.96402 -0.92995
H 3.33942 -0.95063 0.03006
H 2.95935 0.76521 -1.64142
H 1.52435 1.36008 -0.80510
H 3.59629 2.75608 -0.53348
H 4.33113 1.45297 0.39289
H 3.02001 3.46059 1.58192
H 1.60801 2.50517 1.16505
H 3.88462 1.86581 3.06183
H 2.15963 1.91203 3.38268
H 2.64189 -0.35573 3.42520
H 3.82907 -0.27243 2.13936
H 1.50375 -1.39990 1.70504
H 0.92225 0.24570 1.46876
H -0.73608 -2.65199 -0.76771
H -0.02228 -4.24199 -0.50124
H -1.13497 -5.15580 -2.47490
H -2.36925 -4.31840 -1.50939
H -2.88970 -1.62084 -0.32609
H -1.71377 4.69584 1.31787
H -0.02936 4.51762 0.86125
H 0.53547 3.66292 3.09957
H -0.42736 5.12417 3.31340
H -2.48411 3.68313 3.53942
H -1.29750 3.35740 4.80461
H -0.47649 1.38858 3.64365
H -2.22727 1.26033 3.78707
*
```

The value obtained for the HOMO-LUMO gap is 0.3102 Ha. The calculation puts the energy above the lowest of the compared OMol25 structures with the same formula, charge and spin at 0.000 eV. The value obtained for the HOMO energy is -0.33828 Ha. For the molar mass, the calculation gives 513.7 g mol⁻¹. Its SMILES is O=C(O)c1c2c(nc3ccc(S(=O)(=O)N4CCC(C(=O)NC5CCCCCC5)CC4)cc13)CCCC2. As for the total energy: -1988.598638 hartree.

These are the natural (NBO) partial charges, in e, on atoms 1 to 5: number 1, O, carries -0.566; number 2, C, carries 0.786; number 3, O, carries -0.683; number 4, C, carries -0.091; number 5, C, carries -0.004

Question: The lowest molar mass belongs to which entry?
Answer: C4H6N2O